Arrangement one

Density functional theory data (ωB97M-V/def2-TZVPD) for 17 unconnected molecules or ions with the total composition C51H136O17.

Bonds (Å) are listed after each position.
Cartesian coordinates (Å):
1 C 2.79876 2.20066 6.68059  C2 1.476, H5 1.077, H6 1.056, H7 1.071
2 C 4.24631 2.05384 6.42970  C1 1.476, C3 1.513, O4 1.461, H8 1.087
3 C 5.01847 0.89859 7.02742  C2 1.513, H9 1.090, H10 1.104, H11 1.112
4 O 4.34696 1.97243 4.97473  C2 1.461, H12 0.968
5 H 2.26146 1.27538 6.55934  C1 1.077
6 H 2.43657 2.96634 6.05043  C1 1.056
7 H 2.57562 2.45390 7.69660  C1 1.071
8 H 4.78337 2.94490 6.74614  C2 1.087
9 H 5.11673 1.02896 8.10516  C3 1.090
10 H 6.00098 0.92495 6.52434  C3 1.104
11 H 4.60721 -0.11044 6.80597  C3 1.112
12 H 5.17861 2.42090 4.76421  O4 0.968
13 C -3.91819 -4.16390 -4.81286  C14 1.524, H17 1.086, H18 1.068, H19 1.117
14 C -2.80053 -3.14311 -4.63169  C13 1.524, C15 1.480, O16 1.434, H20 1.088
15 C -3.22498 -1.75744 -4.93413  C14 1.480, H21 1.114, H22 1.065, H23 1.078
16 O -2.42475 -3.14871 -3.24774  C14 1.434, H24 0.964
17 H -4.27814 -4.21401 -5.83671  C13 1.086
18 H -4.69057 -3.93251 -4.11221  C13 1.068
19 H -3.54117 -5.17587 -4.52576  C13 1.117
20 H -1.96311 -3.42201 -5.26746  C14 1.088
21 H -2.36913 -1.06169 -5.08875  C15 1.114
22 H -3.71085 -1.37593 -4.06641  C15 1.065
23 H -3.78562 -1.61487 -5.84359  C15 1.078
24 H -1.79923 -3.86376 -3.08645  O16 0.964
25 C -3.33221 -7.62014 3.67540  C26 1.544, H29 1.104, H30 1.081, H31 1.093
26 C -3.46364 -6.74019 2.41316  C25 1.544, C27 1.483, O28 1.395, H32 1.079
27 C -3.08438 -5.32062 2.61636  C26 1.483, H33 1.088, H34 1.115, H35 1.106
28 O -2.65172 -7.31986 1.43802  C26 1.395, H36 0.967
29 H -3.75132 -7.27717 4.63766  C25 1.104
30 H -2.27387 -7.83925 3.65761  C25 1.081
31 H -3.79348 -8.57716 3.41986  C25 1.093
32 H -4.49066 -6.74611 2.08266  C26 1.079
33 H -3.57529 -4.73623 3.39223  C27 1.088
34 H -3.20706 -4.73939 1.67310  C27 1.115
35 H -2.00167 -5.34706 2.84196  C27 1.106
36 H -2.80457 -8.26837 1.33041  O28 0.967
37 C 3.03510 -2.33325 3.17025  C38 1.512, H41 1.082, H42 1.082, H43 1.098
38 C 3.58548 -0.93268 3.02757  C37 1.512, C39 1.484, O40 1.417, H44 1.101
39 C 3.74493 -0.51785 1.61151  C38 1.484, H45 1.120, H46 1.079, H47 1.082
40 O 2.76077 -0.03323 3.74786  C38 1.417, H48 1.001
41 H 1.95425 -2.32383 3.11259  C37 1.082
42 H 3.29602 -2.69240 4.15746  C37 1.082
43 H 3.29118 -3.04445 2.37394  C37 1.098
44 H 4.52657 -0.89292 3.59751  C38 1.101
45 H 2.69737 -0.39371 1.23664  C39 1.120
46 H 4.19914 -1.24042 0.95143  C39 1.079
47 H 4.27335 0.41565 1.46688  C39 1.082
48 H 3.32227 0.71148 4.11084  O40 1.001
49 C -5.14504 -1.89044 -0.96136  C50 1.554, H53 1.106, H54 1.083, H55 1.121
50 C -4.52378 -3.16632 -0.32908  C49 1.554, C51 1.507, O52 1.447, H56 1.097
51 C -5.13175 -4.47957 -0.75045  C50 1.507, H57 1.091, H58 1.067, H59 1.078
52 O -3.10352 -3.04497 -0.57931  C50 1.447, H60 0.967
53 H -6.23762 -1.92086 -0.79162  C49 1.106
54 H -4.94188 -1.89920 -2.02542  C49 1.083
55 H -4.69859 -1.02744 -0.40223  C49 1.121
56 H -4.55764 -3.04662 0.76100  C50 1.097
57 H -4.41113 -5.16043 -0.29541  C51 1.091
58 H -4.97026 -4.58133 -1.79979  C51 1.067
59 H -6.17783 -4.64572 -0.55144  C51 1.078
60 H -2.92271 -3.01035 -1.52831  O52 0.967
61 C 3.24473 0.64539 -5.12871  C62 1.508, H65 1.072, H66 1.078, H67 1.136
62 C 4.41314 1.49066 -4.68810  C61 1.508, C63 1.483, O64 1.442, H68 1.146
63 C 4.05601 2.92796 -4.60540  C62 1.483, H69 1.097, H70 1.084, H71 1.092
64 O 4.82786 1.00943 -3.39362  C62 1.442, H72 0.962
65 H 3.51395 -0.38950 -5.19808  C61 1.072
66 H 2.81368 1.03404 -6.03725  C61 1.078
67 H 2.40764 0.75705 -4.36964  C61 1.136
68 H 5.20847 1.30268 -5.49193  C62 1.146
69 H 4.98283 3.46825 -4.37421  C63 1.097
70 H 3.38860 3.06468 -3.76274  C63 1.084
71 H 3.64396 3.38045 -5.50998  C63 1.092
72 H 4.31192 1.47527 -2.72929  O64 0.962
73 C 8.37821 -0.35388 -1.73826  C74 1.533, H77 1.064, H78 1.101, H79 1.127
74 C 7.25256 0.25037 -0.89086  C73 1.533, C75 1.520, O76 1.457, H80 1.076
75 C 7.54936 0.39846 0.59282  C74 1.520, H81 1.117, H82 1.091, H83 1.087
76 O 7.04983 1.57838 -1.45545  C74 1.457, H84 0.957
77 H 8.04244 -0.42599 -2.74571  C73 1.064
78 H 8.79644 -1.30179 -1.36528  C73 1.101
79 H 9.22346 0.38811 -1.81069  C73 1.127
80 H 6.35732 -0.32537 -1.04894  C74 1.076
81 H 6.59769 0.70086 1.09347  C75 1.117
82 H 8.27301 1.20082 0.74442  C75 1.091
83 H 7.99040 -0.41629 1.16060  C75 1.087
84 H 6.51382 1.47764 -2.24207  O76 0.957
85 C -0.63881 3.96015 3.89229  C86 1.571, H89 1.070, H90 1.094, H91 1.106
86 C 0.62363 4.63211 3.24123  C85 1.571, C87 1.498, O88 1.429, H92 1.052
87 C 1.86334 3.80344 3.10030  C86 1.498, H93 1.091, H94 1.067, H95 1.087
88 O 0.30594 5.18413 1.96238  C86 1.429, H96 0.963
89 H -0.58358 3.68219 4.92448  C85 1.070
90 H -0.79046 3.10497 3.22738  C85 1.094
91 H -1.42266 4.73614 3.81456  C85 1.106
92 H 0.82500 5.46677 3.84923  C86 1.052
93 H 1.68193 2.96172 2.43087  C87 1.091
94 H 2.05561 3.32512 4.03502  C87 1.067
95 H 2.69581 4.41657 2.76319  C87 1.087
96 H -0.53858 4.86373 1.62841  O88 0.963
97 C 4.87918 -3.23088 -1.78048  C98 1.506, H101 1.083, H102 1.116, H103 1.100
98 C 3.94170 -2.64941 -2.80627  C97 1.506, C99 1.498, O100 1.402, H104 1.091
99 C 2.81354 -1.81040 -2.28806  C98 1.498, H105 1.126, H106 1.137, H107 1.098
100 O 4.63181 -1.87730 -3.75207  C98 1.402, H108 0.975
101 H 5.69231 -3.77597 -2.24305  C97 1.083
102 H 4.40680 -3.91422 -1.03599  C97 1.116
103 H 5.29350 -2.32863 -1.30788  C97 1.100
104 H 3.50824 -3.40912 -3.45867  C98 1.091
105 H 2.10783 -2.25156 -1.53003  C99 1.126
106 H 2.12175 -1.52399 -3.14338  C99 1.137
107 H 3.22861 -0.87430 -1.89305  C99 1.098
108 H 5.03980 -1.11439 -3.30246  O100 0.975
109 C -5.94531 3.04681 -3.95999  C110 1.482, H113 1.098, H114 1.105, H115 1.125
110 C -6.81398 2.30102 -3.01876  C109 1.482, C111 1.536, O112 1.392, H116 1.115
111 C -6.60573 2.55716 -1.51844  C110 1.536, H117 1.109, H118 1.085, H119 1.111
112 O -8.14978 2.56895 -3.30288  C110 1.392, H120 0.962
113 H -6.30007 4.06537 -4.16712  C109 1.098
114 H -6.01732 2.58969 -4.96365  C109 1.105
115 H -4.84963 3.05845 -3.70690  C109 1.125
116 H -6.78910 1.21750 -3.28008  C110 1.115
117 H -7.38676 1.94025 -1.02992  C111 1.109
118 H -6.83048 3.57167 -1.20718  C111 1.085
119 H -5.61515 2.22296 -1.14161  C111 1.111
120 H -8.64515 1.93716 -2.77374  O112 0.962
121 C -2.91981 3.15542 -6.94472  C122 1.514, H125 1.096, H126 1.078, H127 1.089
122 C -1.87518 2.20493 -6.40046  C121 1.514, C123 1.502, O124 1.400, H128 1.075
123 C -2.01639 1.86666 -4.94338  C122 1.502, H129 1.092, H130 1.108, H131 1.093
124 O -1.94772 0.93708 -6.98877  C122 1.400, H132 0.975
125 H -3.93541 2.81608 -6.71277  C121 1.096
126 H -2.80592 3.36108 -7.99635  C121 1.078
127 H -2.84331 4.10333 -6.41422  C121 1.089
128 H -0.86904 2.57149 -6.49773  C122 1.075
129 H -1.90101 2.71888 -4.27120  C123 1.092
130 H -1.25971 1.12713 -4.61469  C123 1.108
131 H -2.97914 1.36481 -4.81519  C123 1.093
132 H -2.03166 1.05014 -7.95349  O124 0.975
133 C -4.52002 2.41302 3.01473  C134 1.521, H137 1.104, H138 1.075, H139 1.067
134 C -3.71594 1.31119 2.34280  C133 1.521, C135 1.552, O136 1.454, H140 1.114
135 C -4.42241 -0.06797 2.43542  C134 1.552, H141 1.129, H142 1.103, H143 1.108
136 O -3.47275 1.66533 0.95343  C134 1.454, H144 0.980
137 H -4.05077 3.39045 2.80881  C133 1.104
138 H -4.48725 2.29066 4.08196  C133 1.075
139 H -5.55048 2.35616 2.74413  C133 1.067
140 H -2.73365 1.21270 2.85941  C134 1.114
141 H -5.37027 0.02570 1.82871  C135 1.129
142 H -4.65967 -0.44981 3.44229  C135 1.103
143 H -3.82640 -0.81950 1.88020  C135 1.108
144 H -2.93502 0.90930 0.63761  O136 0.980
145 C 4.45768 4.74691 -1.03666  C146 1.501, H149 1.098, H150 1.082, H151 1.075
146 C 3.61588 3.59635 -0.56830  C145 1.501, C147 1.550, O148 1.478, H152 1.101
147 C 2.16575 3.49661 -1.10732  C146 1.550, H153 1.114, H154 1.116, H155 1.075
148 O 4.16174 2.31595 -1.06656  C146 1.478, H156 0.973
149 H 5.52306 4.59552 -0.82057  C145 1.098
150 H 4.18504 5.70575 -0.61575  C145 1.082
151 H 4.44905 4.87088 -2.10486  C145 1.075
152 H 3.52477 3.56209 0.52859  C146 1.101
153 H 2.11468 3.86117 -2.15903  C147 1.114
154 H 1.45790 4.14276 -0.53567  C147 1.116
155 H 1.80292 2.49855 -0.94028  C147 1.075
156 H 5.12367 2.44181 -0.99077  O148 0.973
157 C 0.39113 -3.67231 1.29276  C158 1.500, H161 1.104, H162 1.098, H163 1.105
158 C 0.64058 -5.03696 0.72170  C157 1.500, C159 1.548, O160 1.465, H164 1.092
159 C 2.13308 -5.33005 0.43570  C158 1.548, H165 1.077, H166 1.086, H167 1.084
160 O 0.23719 -6.07254 1.67634  C158 1.465, H168 0.954
161 H -0.65976 -3.33418 1.25930  C157 1.104
162 H 0.99533 -2.86610 0.85686  C157 1.098
163 H 0.71030 -3.64108 2.35036  C157 1.105
164 H 0.03354 -5.17388 -0.17539  C158 1.092
165 H 2.61656 -4.62132 -0.21512  C159 1.077
166 H 2.24794 -6.27229 -0.09288  C159 1.086
167 H 2.66035 -5.32163 1.38300  C159 1.084
168 H -0.64788 -6.38835 1.51170  O160 0.954
169 C -2.61701 3.98632 -1.58879  C170 1.538, H173 1.127, H174 1.083, H175 1.063
170 C -2.55460 4.76702 -0.26461  C169 1.538, C171 1.541, O172 1.394, H176 1.078
171 C -3.93141 5.26136 0.22041  C170 1.541, H177 1.111, H178 1.112, H179 1.148
172 O -1.88420 4.02784 0.70840  C170 1.394, H180 0.984
173 H -3.27605 3.07690 -1.49269  C169 1.127
174 H -1.68003 3.52321 -1.87347  C169 1.083
175 H -2.99907 4.61408 -2.35654  C169 1.063
176 H -2.03415 5.71073 -0.30455  C170 1.078
177 H -4.63608 4.40609 0.29702  C171 1.111
178 H -4.34321 6.08707 -0.40077  C171 1.112
179 H -3.84553 5.74508 1.25761  C171 1.148
180 H -2.31063 3.15894 0.88337  O172 0.984
181 C -0.95057 -0.03000 -1.76735  C182 1.528, H185 1.124, H186 1.152, H187 1.108
182 C -0.68084 -0.53097 -0.34877  C181 1.528, C183 1.524, O184 1.449, H188 1.088
183 C 0.18387 0.45158 0.43189  C182 1.524, H189 1.097, H190 1.099, H191 1.127
184 O -1.91745 -0.66666 0.39385  C182 1.449, H192 1.006
185 H -0.03960 0.11878 -2.40887  C181 1.124
186 H -1.54878 0.95321 -1.72220  C181 1.152
187 H -1.74902 -0.63532 -2.24044  C181 1.108
188 H -0.17675 -1.49531 -0.33365  C182 1.088
189 H -0.36972 1.39713 0.48596  C183 1.097
190 H 1.11092 0.76118 -0.07038  C183 1.099
191 H 0.27367 0.22218 1.53140  C183 1.127
192 H -2.25925 -1.52672 0.00024  O184 1.006
193 C -0.31277 0.33240 5.79059  C194 1.468, H197 1.114, H198 1.066, H199 1.069
194 C 0.01200 -1.09130 5.94310  C193 1.468, C195 1.538, O196 1.389, H200 1.099
195 C -0.64641 -2.06975 4.95562  C194 1.538, H201 1.091, H202 1.068, H203 1.087
196 O 1.38770 -1.27695 6.00033  C194 1.389, H204 0.993
197 H 0.09689 0.81618 4.87504  C193 1.114
198 H 0.06561 0.87968 6.62384  C193 1.066
199 H -1.37045 0.48660 5.79624  C193 1.069
200 H -0.30621 -1.37185 6.95725  C194 1.099
201 H -1.73628 -2.07044 4.91145  C195 1.091
202 H -0.35423 -3.06193 5.22055  C195 1.068
203 H -0.15654 -1.86019 4.00763  C195 1.087
204 H 1.81394 -0.97986 5.15436  O196 0.993

## Properties
- Gap between HOMO and LUMO: 9.65 eV
- Molecular weight: 1021.632 g/mol
- Net charge: 0

***

Arrangement two

Density functional theory data (ωB97M-V/def2-TZVPD) for 17 unconnected molecules or ions with the total composition C51H136O17.

Bonds (Å) are listed after each position.
Cartesian coordinates (Å):
1 C -3.46744 1.60688 3.59047  C2 1.573, H5 1.090, H6 1.090, H7 1.090
2 C -2.80609 1.70101 2.16684  C1 1.573, C3 1.532, O4 1.424, H8 1.090
3 C -3.29835 2.88387 1.32617  C2 1.532, H9 1.090, H10 1.090, H11 1.090
4 O -1.39999 1.90961 2.24249  C2 1.424, H12 0.960
5 H -3.12855 2.42726 4.22310  C1 1.090
6 H -3.06414 0.68775 4.01550  C1 1.090
7 H -4.55162 1.54056 3.49968  C1 1.090
8 H -3.03658 0.80127 1.59637  C2 1.090
9 H -3.22982 3.82504 1.87169  C3 1.090
10 H -4.32434 2.64182 1.04893  C3 1.090
11 H -2.70766 2.93487 0.41151  C3 1.090
12 H -1.29519 2.71853 2.74872  O4 0.960
13 C -0.65612 -6.59668 -1.79287  C14 1.511, H17 1.090, H18 1.090, H19 1.090
14 C -0.63230 -7.84249 -0.93801  C13 1.511, C15 1.531, O16 1.455, H20 1.090
15 C -1.13980 -9.04738 -1.73373  C14 1.531, H21 1.090, H22 1.090, H23 1.090
16 O 0.75257 -8.08422 -0.56265  C14 1.455, H24 0.960
17 H -1.68273 -6.23043 -1.79755  C13 1.090
18 H -0.20262 -6.70009 -2.77865  C13 1.090
19 H -0.06989 -5.84606 -1.26278  C13 1.090
20 H -1.22983 -7.63140 -0.05117  C14 1.090
21 H -2.21489 -8.94728 -1.88290  C15 1.090
22 H -0.87690 -9.93344 -1.15590  C15 1.090
23 H -0.66012 -9.20946 -2.69900  C15 1.090
24 H 1.26823 -8.21237 -1.36220  O16 0.960
25 C -3.71229 -0.63879 -1.36886  C26 1.533, H29 1.090, H30 1.090, H31 1.090
26 C -4.06780 0.66886 -2.08616  C25 1.533, C27 1.490, O28 1.414, H32 1.090
27 C -3.64271 0.69157 -3.51392  C26 1.490, H33 1.090, H34 1.090, H35 1.090
28 O -5.46917 0.85092 -2.03336  C26 1.414, H36 0.960
29 H -2.69153 -0.66856 -0.98772  C25 1.090
30 H -3.92784 -1.60513 -1.82474  C25 1.090
31 H -4.22693 -0.67702 -0.40877  C25 1.090
32 H -3.63819 1.46052 -1.47230  C26 1.090
33 H -3.79873 1.61460 -4.07227  C27 1.090
34 H -4.09476 -0.11238 -4.09480  C27 1.090
35 H -2.55762 0.59872 -3.55940  C27 1.090
36 H -5.73535 0.89891 -1.11225  O28 0.960
37 C 2.89612 2.78136 -2.48429  C38 1.526, H41 1.090, H42 1.090, H43 1.090
38 C 3.66254 3.87613 -3.22039  C37 1.526, C39 1.485, O40 1.435, H44 1.090
39 C 3.93995 3.52992 -4.63712  C38 1.485, H45 1.090, H46 1.090, H47 1.090
40 O 2.86357 5.06635 -3.15488  C38 1.435, H48 0.960
41 H 2.78057 3.11677 -1.45364  C37 1.090
42 H 3.39082 1.81198 -2.54494  C37 1.090
43 H 1.91901 2.60365 -2.93347  C37 1.090
44 H 4.61372 4.10089 -2.73787  C38 1.090
45 H 4.44266 4.39454 -5.07049  C39 1.090
46 H 3.01791 3.26835 -5.15628  C39 1.090
47 H 4.63828 2.69615 -4.70961  C39 1.090
48 H 3.26566 5.80606 -3.61613  O40 0.960
49 C 2.28858 -4.60141 2.71268  C50 1.536, H53 1.090, H54 1.090, H55 1.090
50 C 1.27675 -5.41885 1.89522  C49 1.536, C51 1.488, O52 1.419, H56 1.090
51 C 0.01216 -4.74081 1.50110  C50 1.488, H57 1.090, H58 1.090, H59 1.090
52 O 1.89800 -5.81867 0.68317  C50 1.419, H60 0.960
53 H 2.60577 -3.69501 2.19699  C49 1.090
54 H 3.20135 -5.19184 2.79228  C49 1.090
55 H 1.87591 -4.19604 3.63652  C49 1.090
56 H 1.04510 -6.30849 2.48086  C50 1.090
57 H -0.52517 -4.39681 2.38486  C51 1.090
58 H -0.69155 -5.35536 0.93965  C51 1.090
59 H 0.31769 -3.93658 0.83179  C51 1.090
60 H 1.42866 -6.58649 0.34885  O52 0.960
61 C 2.14084 1.74848 4.37855  C62 1.502, H65 1.090, H66 1.090, H67 1.090
62 C 3.35654 1.27432 3.63510  C61 1.502, C63 1.541, O64 1.328, H68 1.090
63 C 3.30736 -0.24859 3.40312  C62 1.541, H69 1.090, H70 1.090, H71 1.090
64 O 3.41117 1.80873 2.42096  C62 1.328, H72 0.960
65 H 1.18166 1.52845 3.90986  C61 1.090
66 H 2.25273 2.81483 4.57473  C61 1.090
67 H 2.07536 1.35479 5.39285  C61 1.090
68 H 4.27316 1.47079 4.19125  C62 1.090
69 H 2.39180 -0.65317 2.97165  C63 1.090
70 H 3.32707 -0.54050 4.45312  C63 1.090
71 H 4.16826 -0.66037 2.87645  C63 1.090
72 H 2.62742 1.67985 1.88176  O64 0.960
73 C 0.95270 0.87425 -5.26329  C74 1.509, H77 1.090, H78 1.090, H79 1.090
74 C 1.46686 0.51263 -6.63559  C73 1.509, C75 1.507, O76 1.438, H80 1.090
75 C 2.95557 0.27801 -6.65436  C74 1.507, H81 1.090, H82 1.090, H83 1.090
76 O 0.90166 -0.75403 -7.01468  C74 1.438, H84 0.960
77 H 1.23761 0.18477 -4.46859  C73 1.090
78 H -0.13009 0.99651 -5.23645  C73 1.090
79 H 1.38302 1.84660 -5.02359  C73 1.090
80 H 1.25931 1.28782 -7.37323  C74 1.090
81 H 3.51098 1.19372 -6.45165  C75 1.090
82 H 3.32039 -0.22112 -7.55208  C75 1.090
83 H 3.25918 -0.42330 -5.87713  C75 1.090
84 H 1.26288 -0.94819 -7.88268  O76 0.960
85 C -4.22787 -1.88541 2.71219  C86 1.551, H89 1.090, H90 1.090, H91 1.090
86 C -4.84622 -2.14787 4.10970  C85 1.551, C87 1.515, O88 1.434, H92 1.090
87 C -6.30821 -2.53777 4.03188  C86 1.515, H93 1.090, H94 1.090, H95 1.090
88 O -4.16952 -3.27378 4.68534  C86 1.434, H96 0.960
89 H -3.18066 -2.18255 2.76835  C85 1.090
90 H -4.28119 -0.81603 2.50805  C85 1.090
91 H -4.70182 -2.47856 1.93011  C85 1.090
92 H -4.76441 -1.28723 4.77356  C86 1.090
93 H -6.39227 -3.45770 3.45330  C87 1.090
94 H -6.85221 -1.73467 3.53471  C87 1.090
95 H -6.78165 -2.68279 5.00292  C87 1.090
96 H -4.49185 -3.25160 5.58934  O88 0.960
97 C -1.48472 6.44440 -0.93713  C98 1.521, H101 1.090, H102 1.090, H103 1.090
98 C -0.02505 6.36220 -1.35755  C97 1.521, C99 1.540, O100 1.439, H104 1.090
99 C 0.91007 6.04957 -0.17424  C98 1.540, H105 1.090, H106 1.090, H107 1.090
100 O 0.21317 5.34740 -2.34938  C98 1.439, H108 0.960
101 H -1.88519 5.45353 -0.72290  C97 1.090
102 H -2.00277 6.91840 -1.77082  C97 1.090
103 H -1.69986 6.99041 -0.01860  C97 1.090
104 H 0.26772 7.27510 -1.87622  C98 1.090
105 H 0.76574 6.72450 0.66940  C99 1.090
106 H 1.94728 6.05384 -0.50931  C99 1.090
107 H 0.72019 5.04402 0.20115  C99 1.090
108 H 1.13547 5.41452 -2.60717  O100 0.960
109 C 0.23295 -0.91890 0.32102  C110 1.587, H113 1.090, H114 1.090, H115 1.090
110 C 0.89088 0.49222 0.01479  C109 1.587, C111 1.489, O112 1.380, H116 1.090
111 C 0.06096 1.22223 -0.98263  C110 1.489, H117 1.090, H118 1.090, H119 1.090
112 O 0.97641 1.16478 1.21620  C110 1.380, H120 0.960
113 H 0.92567 -1.62670 0.77626  C109 1.090
114 H -0.21234 -1.23227 -0.62324  C109 1.090
115 H -0.55053 -0.80471 1.07017  C109 1.090
116 H 1.92121 0.40928 -0.33109  C110 1.090
117 H 0.20339 0.77104 -1.96459  C111 1.090
118 H 0.24530 2.29606 -1.01437  C111 1.090
119 H -0.98158 1.23610 -0.66479  C111 1.090
120 H 0.08747 1.41219 1.48108  O112 0.960
121 C 7.85108 1.74688 0.67387  C122 1.558, H125 1.090, H126 1.090, H127 1.090
122 C 6.64866 2.40153 1.41717  C121 1.558, C123 1.552, O124 1.379, H128 1.090
123 C 5.58360 2.96644 0.44033  C122 1.552, H129 1.090, H130 1.090, H131 1.090
124 O 6.09538 1.43137 2.22677  C122 1.379, H132 0.960
125 H 8.49745 1.16356 1.32964  C121 1.090
126 H 8.42378 2.49040 0.11954  C121 1.090
127 H 7.40950 1.00265 0.01112  C121 1.090
128 H 6.97935 3.20430 2.07618  C122 1.090
129 H 4.87188 3.48533 1.08245  C123 1.090
130 H 5.22088 2.14847 -0.18213  C123 1.090
131 H 5.97625 3.76768 -0.18572  C123 1.090
132 H 5.14309 1.55207 2.21372  O124 0.960
133 C -0.84893 -2.91694 5.03190  C134 1.527, H137 1.090, H138 1.090, H139 1.090
134 C 0.18353 -1.86150 5.42127  C133 1.527, C135 1.546, O136 1.421, H140 1.090
135 C -0.45443 -0.47395 5.66068  C134 1.546, H141 1.090, H142 1.090, H143 1.090
136 O 0.83900 -2.26976 6.61377  C134 1.421, H144 0.960
137 H -0.45901 -3.93456 5.05468  C133 1.090
138 H -1.26382 -2.78245 4.03296  C133 1.090
139 H -1.75240 -2.92618 5.64162  C133 1.090
140 H 0.84085 -1.82542 4.55251  C134 1.090
141 H -1.30425 -0.55488 6.33845  C135 1.090
142 H -0.93087 -0.06166 4.77123  C135 1.090
143 H 0.39627 0.15682 5.91862  C135 1.090
144 H 0.19427 -2.18857 7.32041  O136 0.960
145 C 5.05792 -0.87698 -0.42605  C146 1.518, H149 1.090, H150 1.090, H151 1.090
146 C 4.53277 -2.26193 -0.09322  C145 1.518, C147 1.531, O148 1.420, H152 1.090
147 C 3.32105 -2.67755 -0.93100  C146 1.531, H153 1.090, H154 1.090, H155 1.090
148 O 5.54048 -3.12065 -0.60542  C146 1.420, H156 0.960
149 H 4.27713 -0.13828 -0.24497  C145 1.090
150 H 5.58879 -0.64283 -1.34879  C145 1.090
151 H 5.76682 -0.54915 0.33427  C145 1.090
152 H 4.37028 -2.34681 0.98125  C146 1.090
153 H 2.94876 -3.68839 -0.76455  C147 1.090
154 H 3.67556 -2.70524 -1.96136  C147 1.090
155 H 2.49289 -1.96894 -0.94200  C147 1.090
156 H 5.39956 -4.05881 -0.45842  O148 0.960
157 C -3.55428 -5.49338 1.28160  C158 1.498, H161 1.090, H162 1.090, H163 1.090
158 C -3.85768 -6.31115 2.49978  C157 1.498, C159 1.482, O160 1.414, H164 1.090
159 C -2.59983 -6.61770 3.22053  C158 1.482, H165 1.090, H166 1.090, H167 1.090
160 O -4.77352 -5.63985 3.34233  C158 1.414, H168 0.960
161 H -2.95418 -4.61374 1.51441  C157 1.090
162 H -4.43144 -5.28113 0.67034  C157 1.090
163 H -2.92684 -6.04894 0.58463  C157 1.090
164 H -4.34418 -7.17304 2.04310  C158 1.090
165 H -2.70109 -7.31158 4.05502  C159 1.090
166 H -2.14202 -5.76795 3.72695  C159 1.090
167 H -1.86788 -7.12238 2.58995  C159 1.090
168 H -4.44855 -4.78331 3.62929  O160 0.960
169 C -2.09468 -2.48563 -4.54299  C170 1.546, H173 1.090, H174 1.090, H175 1.090
170 C -0.75697 -2.18804 -3.82672  C169 1.546, C171 1.529, O172 1.399, H176 1.090
171 C -0.52419 -2.98993 -2.54538  C170 1.529, H177 1.090, H178 1.090, H179 1.090
172 O 0.32986 -2.46652 -4.66239  C170 1.399, H180 0.960
173 H -2.16445 -3.53489 -4.82983  C169 1.090
174 H -2.13072 -1.84485 -5.42401  C169 1.090
175 H -2.95496 -2.20841 -3.93375  C169 1.090
176 H -0.65269 -1.11799 -3.64719  C170 1.090
177 H -1.32296 -2.88487 -1.81120  C171 1.090
178 H 0.46774 -2.81658 -2.12809  C171 1.090
179 H -0.43929 -4.06039 -2.73247  C171 1.090
180 H 0.42529 -1.82995 -5.37462  O172 0.960
181 C -1.51701 6.54376 2.69629  C182 1.533, H185 1.090, H186 1.090, H187 1.090
182 C -0.65846 5.35267 3.13752  C181 1.533, C183 1.498, O184 1.377, H188 1.090
183 C 0.57571 5.75381 3.88547  C182 1.498, H189 1.090, H190 1.090, H191 1.090
184 O -1.36477 4.53262 3.98908  C182 1.377, H192 0.960
185 H -0.86485 7.22104 2.14486  C181 1.090
186 H -1.94379 6.97777 3.60050  C181 1.090
187 H -2.36337 6.12511 2.15178  C181 1.090
188 H -0.35847 4.69763 2.31958  C182 1.090
189 H 0.42333 6.22913 4.85446  C183 1.090
190 H 1.20148 6.36846 3.23839  C183 1.090
191 H 1.12226 4.83394 4.09335  C183 1.090
192 H -1.60557 5.02296 4.77851  O184 0.960
193 C -1.78962 6.69268 -5.47233  C194 1.532, H197 1.090, H198 1.090, H199 1.090
194 C -2.45598 5.47270 -4.82881  C193 1.532, C195 1.456, O196 1.416, H200 1.090
195 C -3.70041 5.07137 -5.46971  C194 1.456, H201 1.090, H202 1.090, H203 1.090
196 O -1.49310 4.43627 -4.76149  C194 1.416, H204 0.960
197 H -2.35666 7.60912 -5.30890  C193 1.090
198 H -1.63478 6.56421 -6.54361  C193 1.090
199 H -0.81051 6.87481 -5.02931  C193 1.090
200 H -2.67292 5.64858 -3.77519  C194 1.090
201 H -4.47701 5.82715 -5.35225  C195 1.090
202 H -4.15584 4.14450 -5.12101  C195 1.090
203 H -3.40310 4.87904 -6.50058  C195 1.090
204 H -0.89447 4.57320 -4.02359  O196 0.960

## Properties
- Gap between HOMO and LUMO: 9.50 eV
- Molecular weight: 1021.632 g/mol
- Net charge: 0

***

Consider the structures shown above. The most stable of them is arrangement one.